No. 1
Below is an isolated molecule of C5H8N2 at a distorted geometry, with properties calculated with ωB97M-V/def2-TZVPD.

Values from the calculation:
* strongest force on any atom: 1.0 eV/A
* relative energy (zero: lowest compared OMol25 entry of this formula, charge and spin): 5.153 eV
* energy: -304.6461 Eh
* HOMO energy (spin up / spin down): -0.2693 / -0.2693 Eh

Last column: Löwdin charge in e.
Element x y z (Å)
1 C -0.194 1.416 0.094  0.07
2 C -0.485 0.068 -0.285  -0.49
3 C -1.270 -0.825 0.659  -0.03
4 N 0.323 -0.579 -1.261  -0.02
5 C 1.399 -0.982 -0.378  -0.20
6 C 1.963 0.060 0.318  -0.31
7 N 2.145 1.142 0.769  0.11
8 H -0.725 1.869 0.926  0.10
9 H -1.251 0.920 -0.769  0.21
10 H 0.350 2.051 -0.597  0.10
11 H -1.273 -1.843 0.265  0.09
12 H -0.825 -0.839 1.658  0.09
13 H -2.305 -0.482 0.748  0.08
14 H 0.621 0.053 -2.001  0.11
15 H 1.528 -2.029 -0.148  0.08

Cartesian forces, eV/Å:
C -0.327 -0.023 -0.275
C 0.266 -0.048 0.351
C -0.035 -0.041 0.025
N -0.059 0.182 -0.115
C 0.223 -0.209 0.147
C 0.016 0.796 0.313
N -0.179 -0.921 -0.382
H 0.118 -0.078 -0.047
H 0.002 0.150 -0.029
H -0.062 -0.089 0.151
H -0.005 0.172 0.017
H -0.040 0.056 -0.163
H 0.109 -0.019 0.010
H -0.056 -0.066 0.030
H 0.027 0.139 -0.033

***

No. 2
Below is a structure of composition C29H47BrN3O2PtSb, with properties calculated with ωB97M-V/def2-TZVPD.

Values from the calculation:
* strongest force on any atom: 0.2 eV/A
* energy: -4381.4951 Eh
* HOMO energy (spin up / spin down): -0.0045 / -0.0649 Eh
* ⟨S²⟩: 2.009
* total charge: -2
* spin multiplicity: 3

Last column: Löwdin spin population.
Element x y z (Å)
1 Pt -0.043 -2.189 1.155  0.79
2 C 2.229 3.389 6.417  0.00
3 C 2.564 3.440 4.919  0.00
4 C 4.044 3.076 4.727  0.00
5 C 2.367 4.879 4.441  0.00
6 C 1.686 2.452 4.153  0.00
7 C 1.729 1.095 4.463  0.00
8 C 0.950 0.199 3.770  0.01
9 Br 1.023 -1.634 4.286  0.03
10 C 0.066 0.541 2.701  0.01
11 O -0.649 -0.331 2.094  0.04
12 C 0.023 1.940 2.404  0.00
13 C 0.823 2.822 3.128  0.00
14 C -0.871 2.559 1.313  0.00
15 C -1.737 1.565 0.532  0.00
16 C 0.014 3.292 0.290  0.00
17 C -1.827 3.575 1.962  0.00
18 H 2.871 4.074 6.982  0.00
19 H 2.368 2.384 6.817  0.00
20 H 1.187 3.671 6.582  0.00
21 H 4.690 3.770 5.277  0.00
22 H 4.310 3.116 3.670  0.00
23 H 4.249 2.065 5.082  0.00
24 H 3.011 5.548 5.019  0.00
25 H 1.333 5.205 4.575  0.00
26 H 2.625 4.988 3.386  0.00
27 H 2.367 0.719 5.255  0.00
28 H 0.767 3.869 2.860  0.00
29 H -1.142 0.823 0.004  0.00
30 H -2.317 2.124 -0.211  0.00
31 H -2.420 1.023 1.184  0.00
32 H 0.721 2.599 -0.167  0.00
33 H 0.582 4.108 0.744  0.00
34 H -0.609 3.713 -0.507  0.00
35 H -2.474 3.074 2.686  0.00
36 H -2.460 4.034 1.196  0.00
37 H -1.291 4.372 2.483  0.00
38 C -4.366 -3.926 -4.396  0.00
39 C -3.684 -2.808 -5.180  0.00
40 Sb -2.976 -1.182 -3.899  0.00
41 C -1.996 -0.181 -5.549  0.00
42 C -2.760 1.064 -5.988  0.00
43 C -1.305 -2.307 -3.142  0.00
44 C -0.223 -2.604 -4.173  0.00
45 H -4.741 -4.724 -5.045  0.00
46 H -5.214 -3.546 -3.820  0.00
47 H -3.676 -4.384 -3.684  0.00
48 H -4.375 -2.371 -5.908  0.00
49 H -2.830 -3.196 -5.743  0.00
50 H -1.892 -0.893 -6.372  0.00
51 H -1.000 0.093 -5.209  0.00
52 H -3.768 0.819 -6.336  0.00
53 H -2.247 1.590 -6.800  0.00
54 H -2.860 1.757 -5.151  0.00
55 H -1.712 -3.229 -2.721  0.00
56 H -0.904 -1.742 -2.302  0.00
57 H -0.620 -3.132 -5.045  0.00
58 H 0.567 -3.226 -3.743  0.00
59 H 0.247 -1.685 -4.525  0.00
60 C 1.371 -4.046 -0.772  0.02
61 C 0.663 -5.003 1.451  0.56
62 C -0.417 -5.307 2.438  0.11
63 C 2.061 -5.009 1.991  0.09
64 C 0.325 -4.089 0.342  0.13
65 H 2.324 -3.652 -0.412  0.00
66 H 1.045 -3.379 -1.569  0.00
67 H 1.558 -5.044 -1.201  0.00
68 H -0.538 -4.471 3.153  0.04
69 H -0.195 -6.208 3.020  0.01
70 H -1.383 -5.435 1.943  0.01
71 H 2.319 -4.011 2.385  0.03
72 H 2.801 -5.250 1.223  0.01
73 H 2.172 -5.732 2.805  0.00
74 H -0.636 -4.407 -0.090  0.02
75 N 0.123 2.530 -3.909  0.00
76 C -0.042 1.470 -3.021  0.00
77 O -1.172 1.012 -2.835  0.00
78 C 1.153 0.972 -2.397  0.00
79 C 1.057 -0.050 -1.429  0.01
80 N 1.005 -0.889 -0.637  0.07
81 C 2.395 1.583 -2.657  0.00
82 N 3.378 2.150 -2.896  0.00
83 H 0.945 3.102 -3.796  0.00
84 H -0.737 3.028 -4.072  0.00

Cartesian forces, eV/Å:
Pt 0.073 0.092 -0.133
C -0.004 0.002 -0.002
C 0.010 -0.003 0.004
C 0.000 -0.005 0.001
C 0.003 0.003 0.000
C 0.015 -0.010 -0.006
C -0.011 0.010 0.015
C -0.074 -0.049 -0.082
Br 0.028 0.006 0.080
C 0.125 0.016 0.018
O -0.015 -0.024 0.050
C -0.027 0.000 0.020
C -0.014 0.012 0.001
C -0.006 -0.011 -0.007
C -0.019 -0.019 -0.046
C -0.047 0.012 -0.008
C 0.009 -0.005 0.007
H -0.002 -0.001 -0.002
H 0.003 0.001 0.001
H 0.002 -0.003 0.000
H -0.002 -0.002 0.001
H -0.001 -0.001 0.002
H 0.001 0.004 -0.001
H -0.001 0.001 -0.001
H 0.004 0.000 -0.002
H -0.002 0.000 0.004
H 0.002 0.005 -0.003
H -0.011 0.004 -0.008
H -0.025 0.027 0.015
H 0.006 0.010 -0.003
H 0.009 0.020 -0.006
H 0.013 -0.015 -0.010
H 0.007 0.004 0.011
H 0.008 -0.006 0.008
H 0.002 0.000 -0.002
H 0.004 -0.003 -0.002
H 0.002 0.004 0.001
C 0.004 0.006 -0.016
C -0.002 -0.019 0.005
Sb 0.025 0.034 0.047
C -0.030 -0.017 -0.031
C 0.019 -0.009 0.013
C 0.020 0.030 -0.016
C 0.015 -0.015 0.019
H 0.002 -0.002 0.005
H 0.006 0.000 -0.002
H -0.007 0.003 0.004
H 0.007 0.007 0.002
H -0.004 -0.006 0.001
H 0.000 0.000 0.003
H 0.005 0.002 -0.001
H 0.001 0.010 0.000
H -0.008 0.001 -0.007
H -0.008 -0.001 -0.005
H -0.025 -0.029 -0.017
H -0.002 0.010 -0.002
H 0.005 0.008 -0.005
H -0.020 0.005 -0.001
H 0.010 0.004 0.003
C -0.024 -0.030 0.011
C 0.028 0.032 0.032
C 0.045 0.016 -0.019
C -0.085 -0.007 -0.024
C 0.045 -0.017 -0.003
H -0.004 0.007 -0.015
H 0.006 -0.011 -0.009
H 0.006 0.011 -0.004
H -0.019 -0.007 -0.015
H -0.010 -0.006 0.018
H -0.009 -0.001 0.004
H 0.028 -0.026 0.019
H 0.025 0.026 -0.010
H 0.004 0.005 0.005
H -0.020 0.000 -0.024
N -0.002 0.028 -0.044
C 0.040 -0.012 0.118
O -0.026 -0.024 -0.040
C -0.077 -0.008 -0.062
C 0.162 -0.045 -0.030
N -0.194 -0.029 0.140
C -0.002 0.035 0.116
N -0.001 -0.024 -0.068
H -0.004 -0.014 -0.012
H 0.008 0.002 0.002

***

No. 3
Below is an isolated molecule of C3H2N2O2 at a distorted geometry, with properties calculated with ωB97M-V/def2-TZVPD.

Values from the calculation:
* SMILES string: N#CC(=O)NC=O
* strongest force on any atom: 10.3 eV/A
* relative energy (zero: lowest compared OMol25 entry of this formula, charge and spin): 2.433 eV
* energy: -375.4221 Eh
* HOMO energy: -0.4139 Eh

Last column: Löwdin charge in e.
Element x y z (Å)
1 N -1.991 0.407 1.267  0.15
2 C -1.292 0.668 0.241  -0.06
3 C -0.368 0.475 -0.966  -0.43
4 O -0.654 1.054 -2.011  0.09
5 N 0.915 -0.040 -0.513  0.09
6 C 0.976 -0.752 0.862  -0.19
7 O 1.881 -1.575 1.196  0.00
8 H 1.648 -0.437 -1.252  0.20
9 H 0.180 -0.311 1.665  0.15

Cartesian forces, eV/Å:
N 5.461 2.549 -8.408
C -5.236 -3.233 7.386
C 1.126 2.590 0.078
O 1.005 -2.283 2.018
N -0.257 -2.472 -0.008
C 2.542 -1.066 1.369
O -4.183 3.870 -2.254
H -2.312 1.234 2.004
H 1.854 -1.189 -2.184

***

No. 4
Below is a cluster of 3 separate species, C2H10NO2 in total at a distorted geometry, with properties calculated with ωB97M-V/def2-TZVPD.

Values from the calculation:
* strongest force on any atom: 1.8 eV/A
* relative energy (zero: lowest compared OMol25 entry of this formula, charge and spin): 0.800 eV
* energy: -287.1669 Eh
* HOMO energy: -0.5520 Eh
* total charge: +1

Last column: Löwdin charge in e.
Element x y z (Å)
1 C -1.226 1.145 0.368  -0.13
2 C -2.295 1.359 -0.353  0.07
3 N -0.580 -0.188 0.420  0.17
4 H -0.582 1.897 0.799  0.13
5 H -2.710 2.347 -0.170  0.09
6 H -2.844 0.795 -1.092  0.09
7 H -1.120 -0.935 0.003  0.17
8 H -0.315 -0.423 1.378  0.14
9 H 0.349 -0.141 -0.032  0.09
10 H 2.674 0.082 -1.526  0.07
11 H 1.443 -0.335 -2.246  0.08
12 O 1.728 -0.039 -1.368  -0.04
13 H 1.677 -2.383 1.793  0.08
14 H 2.302 -1.586 0.763  0.04
15 O 1.500 -1.595 1.262  -0.04

Cartesian forces, eV/Å:
C 0.667 -1.266 -0.620
C -0.750 1.629 0.279
N 0.821 1.029 0.101
H -0.478 0.100 0.546
H 0.100 0.100 -0.535
H 0.132 -0.754 0.433
H -0.193 -0.175 -0.012
H -0.276 -0.302 0.034
H -0.047 -0.211 -0.385
H -0.021 0.208 0.400
H -0.234 0.047 0.222
O 0.179 -0.224 -0.611
H -0.492 0.062 0.335
H 0.799 0.509 -0.913
O -0.206 -0.752 0.726

***

No. 5
Below is a cluster of 10 separate species, H20O10 in total at a distorted geometry, with properties calculated with ωB97M-V/def2-TZVPD.

Values from the calculation:
* SMILES string: O.O.O.O.O.O.O.O.O.O
* strongest force on any atom: 6.0 eV/A
* relative energy (zero: lowest compared OMol25 entry of this formula, charge and spin): 6.523 eV
* energy: -764.2422 Eh
* HOMO energy: -0.3799 Eh

Last column: Löwdin charge in e.
Element x y z (Å)
1 O -0.622 0.338 -0.545  -0.14
2 H -0.532 -0.307 0.169  0.03
3 H -0.906 -0.244 -1.326  0.09
4 O -3.729 -1.566 -2.525  -0.11
5 H -3.680 -1.917 -3.495  0.09
6 H -4.665 -1.363 -2.323  0.04
7 O 1.524 -2.343 3.325  -0.08
8 H 1.265 -1.412 3.497  0.04
9 H 2.461 -2.328 3.085  0.05
10 O 1.491 -1.444 -1.286  -0.09
11 H 1.485 -1.268 -2.235  0.04
12 H 1.242 -0.583 -0.768  0.09
13 O 3.042 0.427 3.784  -0.01
14 H 2.429 -0.031 3.295  -0.05
15 H 2.608 0.764 4.566  0.05
16 O 1.161 -3.028 1.169  -0.05
17 H 1.311 -2.994 0.218  0.02
18 H 0.871 -3.875 1.369  0.01
19 O 0.160 4.759 -3.156  -0.02
20 H -0.472 5.431 -3.459  0.06
21 H -0.281 4.020 -2.869  -0.05
22 O -0.139 1.313 -2.179  -0.06
23 H -0.433 2.165 -2.096  -0.01
24 H 0.479 1.223 -2.949  0.10
25 O -1.059 4.256 1.352  -0.02
26 H -1.894 3.926 1.239  -0.02
27 H -0.406 3.625 1.015  0.04
28 O -1.644 -2.629 0.429  -0.10
29 H -1.159 -2.013 -0.255  0.05
30 H -1.212 -3.491 0.373  0.02

Cartesian forces, eV/Å:
O -1.298 -3.820 1.977
H -0.502 0.080 0.662
H 0.504 1.571 1.731
O -0.187 -0.738 -2.361
H -0.506 1.052 2.799
H 0.764 -0.294 -0.460
O 0.034 1.263 1.677
H 0.227 -1.205 -0.070
H -0.306 0.092 -0.001
O -0.445 1.557 1.401
H -0.042 0.327 0.367
H 0.534 -2.005 -1.929
O 2.508 1.635 1.486
H -2.140 -1.431 -1.696
H -0.202 0.019 0.149
O 0.957 2.116 -2.015
H 0.016 -0.076 -0.217
H -0.766 -2.403 0.711
O 1.733 3.097 -1.259
H 0.187 -0.650 0.303
H -1.917 -2.339 0.881
O 3.068 -1.798 -4.884
H -0.898 3.227 0.051
H -0.965 0.896 0.765
O 3.583 1.411 0.420
H -3.047 -1.552 -0.537
H -0.536 0.095 0.107
O 0.910 1.821 -1.959
H -1.382 -2.381 2.016
H 0.114 0.432 -0.116

***

No. 6
Below is a structure of composition C5H4O2 at a distorted geometry, with properties calculated with ωB97M-V/def2-TZVPD.

Values from the calculation:
* strongest force on any atom: 1.3 eV/A
* relative energy (zero: lowest compared OMol25 entry of this formula, charge and spin): 2.787 eV
* energy: -343.2899 Eh
* HOMO energy (spin up / spin down): -0.3154 / -0.3154 Eh

Last column: Löwdin charge in e.
Element x y z (Å)
1 O -0.196 2.802 -0.294  0.27
2 C 0.338 1.819 -0.032  -0.03
3 C -1.506 -0.702 -0.178  0.01
4 C -0.276 -1.214 -0.287  -0.18
5 C 0.952 -0.618 0.235  -0.03
6 C 1.133 0.713 0.344  -0.40
7 O 1.995 1.604 0.750  0.03
8 H -1.716 0.197 0.398  0.06
9 H -2.358 -1.184 -0.647  0.06
10 H -0.151 -2.162 -0.809  0.10
11 H 1.785 -1.254 0.520  0.12

Cartesian forces, eV/Å:
O 0.624 -1.114 0.280
C -0.742 1.008 -0.374
C 0.113 -0.065 0.006
C -0.187 0.067 -0.015
C 0.042 0.200 0.035
C -0.099 -0.105 -0.062
O 0.171 -0.109 0.099
H 0.055 -0.148 -0.053
H 0.144 0.051 0.058
H -0.020 0.142 0.054
H -0.100 0.072 -0.027